No. 1
{"formula": "C49H79AlNO37P2S2", "method": "ωB97M-V with the def2-TZVPD basis set", "elements": ["C", "C", "P", "C", "Al", "C", "C", "N", "S", "C", "C", "O", "O", "C", "C", "C", "O", "C", "O", "C", "S", "P", "C", "C", "C", "C", "H", "H", "H", "H", "H", "H", "H", "H", "H", "H", "H", "H", "H", "H", "H", "H", "H", "H", "H", "H", "H", "H", "H", "H", "H", "H", "H", "H", "H", "H", "H", "H", "H", "H", "H", "C", "C", "O", "C", "O", "O", "H", "H", "H", "H", "C", "C", "O", "C", "O", "O", "H", "H", "H", "H", "C", "C", "O", "C", "O", "O", "H", "H", "H", "H", "C", "C", "O", "C", "O", "O", "H", "H", "H", "H", "C", "C", "O", "C", "O", "O", "H", "H", "H", "H", "C", "C", "O", "C", "O", "O", "H", "H", "H", "H", "C", "C", "O", "C", "O", "O", "H", "H", "H", "H", "C", "C", "O", "C", "O", "O", "H", "H", "H", "H", "C", "C", "O", "C", "O", "O", "H", "H", "H", "H", "C", "C", "O", "C", "O", "O", "H", "H", "H", "H", "C", "C", "O", "C", "O", "O", "H", "H", "H", "H"], "xyz": [[4.999, -5.116, 4.950], [4.228, -4.199, 3.864], [2.484, -4.835, 3.446], [2.688, -6.754, 3.441], [1.834, -4.332, 1.266], [3.438, -4.819, 0.046], [3.517, -6.413, -0.233], [4.842, -6.889, 0.272], [0.016, -5.673, 0.799], [-1.472, -5.043, 1.754], [-2.769, -5.832, 1.210], [-2.583, -6.740, 0.354], [-4.043, -5.505, 1.741], [-5.083, -5.556, 0.736], [-6.563, -5.464, 1.403], [-6.659, -6.207, 2.818], [-7.100, -4.106, 1.403], [-6.400, -3.260, 2.302], [-5.277, -2.758, 2.115], [-7.142, -2.854, 3.683], [-8.286, -1.419, 3.252], [1.363, -2.087, 0.868], [1.644, -0.980, 2.377], [2.086, 0.482, 1.799], [-0.336, -1.811, 0.073], [-0.421, -2.828, -1.186], [6.049, -4.664, 5.117], [4.432, -5.195, 5.944], [5.169, -6.187, 4.594], [4.144, -3.161, 4.309], [4.838, -4.233, 2.902], [2.040, -7.134, 2.568], [3.764, -7.051, 3.180], [2.376, -7.237, 4.432], [3.330, -4.258, -0.958], [4.356, -4.397, 0.576], [2.614, -6.950, 0.238], [3.521, -6.530, -1.377], [5.032, -6.507, 1.211], [4.755, -7.922, 0.362], [-1.583, -3.912, 1.715], [-1.329, -5.385, 2.839], [-4.983, -4.588, 0.115], [-5.061, -6.480, 0.072], [-7.238, -6.062, 0.684], [-7.603, -5.979, 3.411], [-5.768, -6.035, 3.505], [-6.676, -7.337, 2.583], [-7.708, -3.721, 4.150], [-6.344, -2.399, 4.366], [-7.515, -0.255, 3.122], [0.708, -0.867, 3.045], [2.521, -1.407, 2.990], [1.607, 0.611, 0.755], [1.709, 1.336, 2.447], [3.214, 0.490, 1.622], [-1.215, -1.943, 0.790], [-0.345, -0.753, -0.391], [-0.540, -2.267, -2.170], [0.569, -3.404, -1.232], [-1.268, -3.592, -1.022], [7.324, 0.931, 3.581], [6.146, 1.487, 2.838], [5.473, 0.321, 2.389], [5.828, -0.696, 3.220], [5.313, -1.776, 3.226], [6.846, -0.323, 4.046], [7.628, 1.565, 4.416], [8.187, 0.762, 2.930], [5.473, 2.057, 3.485], [6.442, 2.114, 1.996], [0.415, 4.111, 1.167], [-0.410, 5.062, 1.976], [0.085, 4.871, 3.297], [1.350, 4.380, 3.183], [2.115, 4.264, 4.100], [1.635, 4.041, 1.898], [0.591, 4.471, 0.154], [-0.025, 3.112, 1.117], [-0.253, 6.102, 1.688], [-1.477, 4.837, 1.924], [2.133, 9.449, 0.036], [0.942, 9.990, -0.689], [0.277, 8.816, -1.137], [0.657, 7.802, -0.312], [0.155, 6.713, -0.307], [1.676, 8.183, 0.502], [2.439, 10.082, 0.870], [2.990, 9.295, -0.625], [0.268, 10.549, -0.032], [1.222, 10.624, -1.531], [0.744, 8.468, -4.904], [-0.057, 9.603, -5.464], [0.353, 10.710, -4.670], [1.586, 10.412, -4.179], [2.293, 11.194, -3.607], [1.914, 9.115, -4.419], [0.996, 7.722, -5.658], [0.242, 7.972, -4.068], [0.184, 9.809, -6.509], [-1.132, 9.438, -5.373], [5.531, 8.954, -4.368], [6.192, 10.298, -4.314], [5.830, 10.782, -3.028], [5.548, 9.698, -2.257], [5.369, 9.739, -1.073], [5.496, 8.561, -3.001], [6.094, 8.235, -4.964], [4.507, 9.006, -4.747], [7.283, 10.231, -4.372], [5.836, 10.969, -5.097], [4.154, -10.526, 5.627], [2.817, -10.851, 6.222], [2.524, -9.701, 7.000], [3.240, -8.666, 6.474], [3.098, -7.516, 6.789], [4.135, -9.108, 5.545], [4.290, -10.970, 4.640], [4.984, -10.831, 6.272], [2.039, -10.971, 5.462], [2.844, -11.745, 6.846], [-2.695, 0.649, 4.490], [-3.317, -0.186, 3.411], [-2.715, 0.321, 2.229], [-1.535, 0.892, 2.593], [-0.700, 1.266, 1.822], [-1.426, 0.982, 3.946], [-2.584, 0.103, 5.428], [-3.252, 1.572, 4.680], [-3.070, -1.247, 3.507], [-4.402, -0.077, 3.372], [-0.784, -5.512, -3.319], [-1.420, -6.358, -4.376], [-0.820, -5.879, -5.575], [0.372, -5.312, -5.225], [1.209, -4.958, -6.009], [0.487, -5.202, -3.877], [-0.673, -6.042, -2.371], [-1.329, -4.581, -3.142], [-1.183, -7.419, -4.262], [-2.504, -6.238, -4.410], [-1.416, -3.641, -7.777], [-0.590, -2.478, -8.233], [-1.513, -1.712, -8.998], [-2.761, -2.031, -8.558], [-3.758, -1.447, -8.873], [-2.730, -3.099, -7.715], [-1.104, -4.016, -6.801], [-1.408, -4.467, -8.494], [-0.228, -1.869, -7.400], [0.261, -2.785, -8.842], [1.075, 8.575, -10.656], [0.246, 9.532, -9.853], [0.740, 9.351, -8.531], [2.006, 8.861, -8.641], [2.767, 8.752, -7.724], [2.292, 8.512, -9.923], [1.252, 8.928, -11.673], [0.636, 7.574, -10.699], [0.403, 10.573, -10.149], [-0.819, 9.305, -9.904], [-10.564, 1.104, 4.709], [-12.016, 0.735, 4.761], [-12.492, 1.468, 5.882], [-11.649, 2.522, 6.060], [-11.853, 3.430, 6.812], [-10.545, 2.409, 5.272], [-10.173, 1.115, 3.691], [-9.943, 0.445, 5.321], [-12.562, 1.058, 3.869], [-12.169, -0.335, 4.901]], "mulliken_charge": [-0.89, 0.15, -0.17, -0.48, -0.53, -0.44, -0.01, -0.80, -0.38, -0.05, 0.41, -0.58, -0.18, -0.60, 0.23, -1.22, -0.42, 0.61, -0.47, -0.35, -0.30, 0.16, 0.24, -0.83, 0.16, -0.57, 0.34, 0.19, 0.16, 0.18, -0.04, 0.27, 0.04, 0.06, 0.24, 0.33, 0.17, 0.22, 0.22, 0.26, -0.28, 0.46, 0.29, 0.38, 0.34, 0.36, 0.23, 0.39, 0.28, 0.24, 0.16, 0.00, -0.07, 0.23, 0.13, 0.31, -0.26, 0.36, 0.32, 0.03, -0.11, -0.31, -0.34, -0.21, 0.41, -0.47, -0.33, 0.30, 0.25, 0.26, 0.29, 0.66, -0.10, -0.38, 0.73, -0.60, -0.35, 0.35, -0.34, -0.05, 0.35, -0.15, -0.17, -0.35, 0.64, -0.54, -0.33, 0.36, 0.13, 0.24, 0.14, -0.43, -0.04, -0.39, 0.66, -0.58, -0.23, 0.31, 0.29, 0.11, 0.36, 0.20, -0.43, -0.32, 0.71, -0.57, -0.32, 0.30, -0.14, 0.30, 0.32, -0.32, -0.36, -0.34, 0.64, -0.47, -0.24, 0.29, 0.26, 0.27, 0.29, -0.39, 0.06, -0.30, 0.50, -0.62, -0.30, 0.31, 0.28, 0.15, 0.08, 0.10, -0.28, -0.37, 0.69, -0.57, -0.25, 0.13, 0.03, 0.27, 0.32, 0.31, -0.34, -0.33, 0.64, -0.55, -0.32, -0.26, 0.20, 0.31, 0.30, -0.37, -0.40, -0.24, 0.57, -0.48, -0.33, 0.30, 0.26, 0.28, 0.33, -0.02, -0.33, -0.32, 0.61, -0.52, -0.33, 0.16, 0.21, 0.28, 0.27], "lumo_energy_ha": 0.038, "e_homo_ev": -3.31, "spin_multiplicity": 1, "charge": -1}

=====

No. 2
{"formula": "C49H80Cl42NO7P", "method": "ωB97M-V with the def2-TZVPD basis set", "elements": ["C", "C", "O", "P", "O", "C", "C", "C", "C", "C", "C", "O", "C", "C", "C", "C", "C", "C", "C", "C", "C", "N", "C", "O", "C", "O", "C", "O", "C", "C", "C", "C", "C", "C", "O", "C", "C", "H", "H", "H", "H", "H", "H", "H", "H", "H", "H", "H", "H", "H", "H", "H", "H", "H", "H", "H", "H", "H", "H", "H", "H", "H", "H", "H", "H", "H", "H", "H", "H", "H", "H", "H", "H", "H", "H", "C", "Cl", "Cl", "H", "H", "C", "Cl", "Cl", "H", "H", "C", "Cl", "Cl", "H", "H", "C", "Cl", "Cl", "H", "H", "C", "Cl", "Cl", "H", "H", "C", "Cl", "Cl", "H", "H", "C", "Cl", "Cl", "H", "H", "C", "Cl", "Cl", "H", "H", "C", "Cl", "Cl", "H", "H", "C", "Cl", "Cl", "H", "H", "C", "Cl", "Cl", "H", "H", "C", "Cl", "Cl", "H", "H", "C", "Cl", "Cl", "H", "H", "C", "Cl", "Cl", "H", "H", "C", "Cl", "Cl", "H", "H", "C", "Cl", "Cl", "H", "H", "C", "Cl", "Cl", "H", "H", "C", "Cl", "Cl", "H", "H", "C", "Cl", "Cl", "H", "H", "C", "Cl", "Cl", "H", "H", "C", "Cl", "Cl", "H", "H"], "xyz": [[-3.939, -2.858, 2.717], [-2.871, -3.976, 2.625], [-1.978, -3.605, 1.544], [-0.869, -4.759, 1.230], [-1.064, -5.858, 2.177], [0.861, -4.178, 1.245], [1.127, -2.813, 1.980], [0.802, -1.546, 1.165], [-0.530, -0.774, 1.413], [-1.089, -0.824, 2.853], [-0.318, 0.019, 3.892], [-0.934, -0.163, 5.173], [1.042, -1.650, -0.409], [-0.023, -2.374, -1.279], [-0.158, -1.796, -2.688], [-1.404, -1.467, -3.164], [-1.513, -0.974, -4.444], [-0.448, -0.764, -5.258], [-0.544, -0.183, -6.656], [0.807, -1.106, -4.774], [0.909, -1.620, -3.522], [1.088, -0.260, -0.868], [1.955, 0.391, 0.046], [2.563, 1.346, -0.185], [1.875, -0.413, 1.420], [3.244, -0.848, 1.603], [3.898, -0.189, 2.620], [3.952, -0.605, 3.697], [4.594, 1.093, 2.212], [4.398, 2.283, 2.833], [5.074, 3.365, 2.321], [5.888, 3.267, 1.243], [6.097, 2.047, 0.616], [5.432, 0.981, 1.127], [-1.206, -5.341, -0.257], [-2.618, -5.516, -0.460], [-3.310, -4.318, -1.144], [-4.922, -3.254, 3.013], [-4.086, -2.369, 1.740], [-3.648, -2.066, 3.417], [-3.394, -4.919, 2.447], [-2.364, -4.011, 3.597], [1.401, -4.931, 1.832], [1.319, -4.206, 0.247], [0.563, -2.882, 2.925], [2.183, -2.865, 2.283], [-0.446, 0.297, 1.159], [-1.336, -1.149, 0.762], [-2.105, -0.395, 2.803], [-1.211, -1.830, 3.269], [0.745, -0.270, 3.930], [-0.363, 1.090, 3.631], [-0.440, -0.850, 5.634], [2.083, -2.019, -0.455], [-1.005, -2.488, -0.808], [0.351, -3.399, -1.443], [-2.259, -1.637, -2.512], [-2.530, -0.756, -4.778], [0.446, -0.047, -7.108], [-0.979, 0.826, -6.565], [-1.211, -0.747, -7.322], [1.666, -0.939, -5.421], [1.916, -1.878, -3.179], [0.208, 0.236, -0.954], [1.612, 0.394, 2.118], [3.739, 2.371, 3.692], [4.942, 4.354, 2.758], [6.395, 4.133, 0.821], [6.746, 1.947, -0.246], [5.580, 0.015, 0.646], [-3.171, -5.747, 0.469], [-2.754, -6.383, -1.122], [-4.393, -4.448, -0.994], [-3.139, -4.316, -2.229], [-3.039, -3.352, -0.702], [3.950, 3.590, -2.761], [2.204, 3.628, -2.497], [4.786, 3.006, -1.309], [4.168, 2.929, -3.594], [4.296, 4.595, -2.986], [4.818, -2.436, -4.669], [4.549, -1.309, -6.004], [4.369, -1.722, -3.115], [4.216, -3.324, -4.832], [5.869, -2.700, -4.641], [-8.099, -2.313, 2.919], [-7.071, -0.996, 2.342], [-7.206, -3.835, 3.034], [-8.476, -2.054, 3.903], [-8.924, -2.445, 2.228], [10.016, 1.708, -0.988], [10.903, 2.812, 0.071], [8.862, 2.579, -2.014], [10.725, 1.187, -1.623], [9.473, 0.998, -0.379], [-0.594, 5.152, -0.533], [-1.335, 5.094, -2.135], [-1.209, 6.493, 0.441], [-0.805, 4.221, -0.017], [0.478, 5.275, -0.652], [9.624, 1.141, 3.137], [10.342, 0.252, 1.790], [7.891, 0.835, 3.258], [10.105, 0.831, 4.058], [9.781, 2.200, 2.974], [-1.467, 7.637, 3.062], [-1.982, 8.773, 4.319], [-1.487, 5.971, 3.647], [-2.143, 7.720, 2.217], [-0.459, 7.889, 2.755], [-3.601, 7.864, -2.232], [-3.846, 8.308, -3.930], [-3.873, 9.241, -1.159], [-4.297, 7.074, -1.973], [-2.582, 7.517, -2.105], [4.020, 6.850, 1.980], [4.673, 6.482, 3.582], [2.318, 6.386, 1.859], [4.110, 7.923, 1.802], [4.587, 6.300, 1.235], [2.389, -7.224, 3.933], [3.468, -5.945, 3.352], [3.220, -8.781, 4.017], [2.037, -6.960, 4.924], [1.548, -7.310, 3.251], [12.522, 4.771, 3.322], [13.204, 3.864, 1.964], [10.781, 4.521, 3.481], [13.007, 4.448, 4.237], [12.705, 5.828, 3.159], [-6.575, -7.175, -0.734], [-5.472, -6.797, 0.602], [-6.723, -5.818, -1.861], [-6.190, -8.039, -1.270], [-7.554, -7.398, -0.325], [-1.645, 10.566, -6.479], [-1.795, 9.425, -7.820], [0.006, 11.183, -6.336], [-2.318, 11.399, -6.651], [-1.910, 10.058, -5.557], [-5.669, 9.963, 4.624], [-5.921, 11.072, 3.271], [-6.215, 10.669, 6.150], [-6.228, 9.052, 4.439], [-4.610, 9.740, 4.700], [-6.542, -11.244, -0.394], [-6.866, -10.140, -1.743], [-7.098, -10.560, 1.140], [-7.061, -12.176, -0.570], [-5.473, -11.419, -0.334], [1.048, 7.442, -4.831], [-0.679, 7.480, -4.474], [1.928, 6.812, -3.434], [1.220, 6.804, -5.691], [1.392, 8.449, -5.043], [-7.555, -14.287, -2.963], [-6.349, -12.996, -2.881], [-8.403, -14.477, -1.422], [-8.278, -14.042, -3.733], [-7.057, -15.219, -3.206], [-3.788, 1.796, 3.910], [-3.255, 2.926, 2.654], [-4.898, 0.582, 3.256], [-2.919, 1.293, 4.323], [-4.299, 2.353, 4.688], [-10.292, -17.735, -2.517], [-9.842, -16.558, -3.758], [-11.346, -18.992, -3.170], [-9.390, -18.198, -2.132], [-10.814, -17.218, -1.719], [-3.105, 4.526, -5.599], [-2.477, 4.203, -7.220], [-3.181, 3.051, -4.624], [-2.451, 5.239, -5.107], [-4.104, 4.939, -5.687], [5.990, 9.834, 4.008], [7.558, 10.646, 4.048], [5.391, 9.665, 2.350], [6.095, 8.846, 4.442], [5.277, 10.418, 4.578]], "mulliken_charge": [-0.50, -0.39, 0.20, 0.36, -0.79, -0.15, -1.64, 3.57, -1.58, 1.13, -0.98, -0.61, -1.03, 1.24, -0.48, -0.28, -0.76, 0.85, -1.36, -0.78, 0.58, -0.07, -1.09, -0.24, -0.76, -0.38, -0.44, -0.52, 1.24, -0.80, 0.49, -0.49, -1.15, -0.12, -0.55, -0.02, -0.20, -0.44, 0.46, 0.22, 0.53, 0.29, 0.00, 0.43, 0.16, 0.72, 0.89, 0.11, 0.03, -0.76, 0.51, 0.32, 0.37, 0.83, -1.36, 0.49, 0.44, 0.44, 0.32, 0.24, 0.33, 0.13, -0.27, 0.35, 0.38, 0.61, -0.19, 0.55, 0.62, 0.31, -0.24, 0.55, 0.16, 0.34, -0.31, -0.64, -0.10, -0.01, 0.34, 0.33, -0.41, -0.17, -0.01, 0.27, 0.34, -0.30, -0.10, -0.15, 0.28, 0.29, -0.22, -0.08, -0.17, 0.36, 0.10, -0.09, 0.06, -0.17, 0.13, 0.08, 0.22, -0.18, -0.07, 0.35, -0.29, -0.18, -0.21, -0.09, 0.22, 0.26, 0.29, -0.17, -0.18, 0.32, -0.29, 0.16, -0.25, -0.12, -0.01, 0.19, -0.05, -0.16, -0.17, 0.29, 0.09, -0.29, -0.14, -0.13, 0.28, 0.29, 0.00, -0.07, -0.19, -0.13, 0.40, -0.02, -0.14, -0.17, 0.33, 0.00, 0.20, -0.15, -0.16, 0.26, -0.13, 0.11, -0.16, -0.16, -0.11, 0.34, -0.42, -0.03, -0.09, 0.29, 0.26, -0.30, -0.15, -0.18, 0.28, 0.35, -0.17, -0.11, -0.11, -0.05, 0.37, -0.25, -0.15, -0.16, 0.28, 0.27, 0.31, -0.18, -0.14, -0.30, 0.29, -0.13, -0.16, -0.19, 0.17, 0.30], "lumo_energy_ha": 0.010, "e_homo_ev": -8.53, "spin_multiplicity": 1, "charge": 0}

=====

| no. | HOMO-LUMO gap (eV) |
| --- | --- |
| 1 | 4.4 |
| 2 | 8.8 |